# 1
A structure of composition C44H48BiFN12O4 in a non-equilibrium geometry, computed with ωB97M-V/def2-TZVPD.

Properties
- Total charge: +2
- HOMO: -12.621 eV
- ΔE to the lowest compared entry with this formula, charge and spin: 327.8 kJ/mol
- Total energy: -2977.42367 Ha
- Gap between HOMO and LUMO: 7.73 eV
- Spin multiplicity: 1

Cartesian coordinates (Å):
1 Bi -3.65183 -14.19614 15.37763
2 O -2.89004 -12.54684 11.23502
3 C -2.97558 -13.30140 12.22231
4 N -3.36068 -12.86624 13.45148
5 C -3.75307 -11.46046 13.53783
6 C -3.36763 -10.98421 14.91899
7 C -2.66160 -9.81963 15.26350
8 C -2.33534 -9.45304 16.59368
9 C -2.79971 -10.31500 17.61167
10 C -3.58295 -11.41239 17.26806
11 N -3.69903 -11.82411 15.94235
12 C -2.55789 -14.68022 12.10972
13 C -1.83449 -15.20247 10.98318
14 C -1.29718 -16.45045 11.06309
15 C -1.62906 -17.25766 12.13937
16 C -2.51174 -16.78281 13.09741
17 N -3.00114 -15.52696 13.04387
18 H -3.25772 -10.93125 12.70443
19 H -4.78853 -11.27020 13.34315
20 H -2.29549 -9.21964 14.41862
21 H -1.89335 -8.45172 16.85968
22 H -2.64683 -10.11427 18.67019
23 H -3.92253 -12.16094 18.00628
24 H -1.63666 -14.45701 10.23217
25 H -0.64632 -16.81991 10.26238
26 H -1.25315 -18.29022 12.31424
27 H -2.81105 -17.38116 13.92673
28 C -2.62763 -18.46703 22.82083
29 C -2.10370 -17.18709 22.18105
30 N -2.86292 -16.82790 20.93749
31 C -2.24918 -16.81549 19.74781
32 C -2.68410 -16.27749 18.57386
33 C -1.89382 -16.27472 17.25883
34 O -0.65071 -16.45739 17.19416
35 O -2.71149 -16.21603 16.24348
36 C -3.97093 -15.52472 18.65336
37 O -4.44547 -14.79782 17.77572
38 C -4.72592 -15.80045 19.87433
39 C -6.07818 -15.42935 19.90756
40 C -6.76224 -15.46903 21.11636
41 F -8.04033 -14.99563 21.04234
42 C -6.23902 -15.91682 22.33755
43 C -4.85752 -16.30639 22.28613
44 C -4.14000 -16.25253 21.06045
45 N -6.98197 -16.09738 23.52292
46 C -6.67619 -15.19672 24.60012
47 C -6.94979 -15.74306 26.02959
48 N -8.40409 -16.24907 26.03799
49 C -8.80566 -17.12575 24.84087
50 C -8.43980 -16.46754 23.52199
51 H -1.83659 -18.94758 23.34481
52 H -2.98775 -19.12023 22.04375
53 H -3.45783 -18.32863 23.46569
54 H -1.07767 -17.46271 21.80984
55 H -1.94873 -16.31508 22.82297
56 H -1.23028 -17.14123 19.72065
57 H -6.57088 -15.22655 18.92645
58 H -4.30313 -16.61427 23.15748
59 H -7.27393 -14.30319 24.39434
60 H -5.64718 -14.85365 24.60922
61 H -6.77650 -15.04061 26.80177
62 H -6.27116 -16.57207 26.19290
63 H -8.99395 -15.39114 26.12941
64 H -8.56450 -16.76621 26.89480
65 H -9.88094 -17.27386 24.89619
66 H -8.26980 -18.05398 24.87984
67 H -9.05713 -15.54111 23.40004
68 H -8.70013 -17.14249 22.73555
69 C 1.69372 -12.87754 16.35247
70 C 1.16626 -13.20097 14.91266
71 C 1.52617 -14.65922 14.62310
72 C 1.82443 -12.29499 13.87359
73 N -0.24082 -13.00486 14.82067
74 N -1.06365 -13.93018 15.54129
75 H 2.82341 -13.00020 16.36030
76 H 1.21351 -13.54593 17.10256
77 H 1.38189 -11.81619 16.59636
78 H 2.63457 -14.68645 14.48106
79 H 1.17019 -15.05166 13.61761
80 H 1.20434 -15.36329 15.39379
81 H 2.84712 -12.14716 14.12288
82 H 1.37760 -11.29034 13.94815
83 H 1.67531 -12.85987 12.96148
84 H -0.63271 -12.69667 13.94788
85 H -0.89846 -13.65681 16.53942
86 H -0.68668 -14.89723 15.40149
87 N -3.61134 -21.58913 11.74810
88 C -3.82328 -21.15614 12.82455
89 C -4.05354 -20.63035 14.10452
90 C -2.88889 -20.26315 14.83837
91 C -3.07168 -19.51483 16.02162
92 C -4.36099 -19.08674 16.34856
93 N -5.44046 -19.40801 15.65638
94 C -5.28709 -20.17086 14.61401
95 H -1.93832 -20.53626 14.44000
96 H -2.29293 -19.32134 16.74671
97 H -4.59570 -18.49602 17.21787
98 H -6.21100 -20.45599 14.13841
99 N -9.84195 -16.46438 17.93914
100 C -9.13186 -15.97675 17.13913
101 C -8.27630 -15.48917 16.21247
102 C -7.36296 -16.36918 15.68758
103 C -6.33834 -15.86973 14.93858
104 N -6.22367 -14.57546 14.60547
105 C -7.20193 -13.73337 15.02647
106 C -8.19341 -14.12228 15.85181
107 H -7.46447 -17.44309 15.80147
108 H -5.62115 -16.52806 14.44221
109 H -7.22725 -12.71516 14.61058
110 H -8.86761 -13.36018 16.22122

Cartesian forces (eV/Å) of the 3 atoms listed first:
1.037 0.062 -2.301
-0.098 -0.925 0.758
-0.277 3.204 -0.723

Atom charges from the Löwdin analysis, given in e for atoms 1 to 99:
1. Bi 2.0364
2. O 0.0399
3. C -0.5084
4. N -0.1437
5. C -0.1611
6. C -0.2438
7. C 0.0053
8. C -0.0125
9. C -0.0584
10. C -0.1010
11. N -0.0789
12. C -0.1979
13. C 0.0344
14. C -0.0460
15. C -0.0370
16. C -0.1173
17. N 0.0430
18. H 0.1276
19. H 0.1184
20. H 0.1267
21. H 0.1387
22. H 0.1099
23. H 0.1058
24. H 0.1215
25. H 0.1294
26. H 0.1253
27. H 0.0771
28. C -0.0621
29. C -0.1519
30. N -0.0292
31. C 0.0116
32. C -0.0159
33. C -0.5890
34. O 0.0139
35. O -0.2916
36. C -0.3046
37. O -0.1337
38. C -0.0685
39. C 0.0934
40. C -0.1737
41. F 0.0541
42. C -0.1381
43. C 0.0925
44. C -0.1137
45. N -0.0933
46. C -0.1499
47. C -0.0438
48. N 0.0790
49. C -0.0666
50. C -0.1131
51. H 0.0772
52. H 0.0924
53. H 0.0447
54. H 0.1350
55. H 0.1321
56. H 0.1422
57. H 0.1435
58. H 0.0949
59. H 0.1358
60. H 0.1356
61. H 0.1228
62. H 0.1343
63. H 0.1990
64. H 0.1730
65. H 0.1422
66. H 0.1344
67. H 0.1400
68. H 0.1356
69. C -0.0384
70. C -0.6657
71. C -0.0585
72. C -0.0242
73. N -0.0705
74. N -0.0334
75. H 0.1066
76. H 0.0696
77. H 0.0947
78. H 0.1034
79. H 0.1024
80. H 0.0646
81. H 0.0754
82. H 0.0966
83. H 0.0863
84. H 0.1072
85. H 0.1047
86. H 0.0689
87. N 0.1788
88. C -0.1845
89. C -0.1970
90. C 0.0126
91. C -0.0335
92. C -0.1427
93. N 0.0648
94. C -0.0957
95. H 0.1150
96. H 0.1070
97. H 0.1002
98. H 0.1222
99. N 0.2068

---

# 2
A structure of composition C44H48N7O8Zr, computed with ωB97M-V/def2-TZVPD.

Properties
- Total charge: -1
- HOMO: -5.409 eV
- ΔE to the lowest compared entry with this formula, charge and spin: 0.0 kJ/mol
- Total energy: -2738.21455 Ha
- Gap between HOMO and LUMO: 7.69 eV
- Spin multiplicity: 1

Cartesian coordinates (Å):
1 Zr 0.41398 -1.37899 -0.09988
2 C -1.85064 -3.18255 3.37190
3 C -2.78844 -2.35473 2.54066
4 C -3.89089 -1.76512 3.15686
5 C -4.85356 -1.09715 2.42273
6 C -4.73202 -1.03941 1.04220
7 C -3.63402 -1.59499 0.40040
8 C -3.52746 -1.54392 -1.09606
9 C -2.63312 -2.21776 1.15827
10 N -1.47264 -2.69280 0.47790
11 C -1.37532 -4.03007 0.39260
12 O -2.10859 -4.89810 0.86513
13 C -0.23548 -4.46601 -0.50199
14 C 0.08749 -5.77696 -0.81347
15 C 1.07287 -5.99588 -1.76955
16 C 1.66781 -4.92746 -2.43358
17 C 1.26678 -3.65469 -2.07693
18 N 0.38595 -3.46636 -1.10639
19 C 1.65085 -2.37941 -2.80365
20 O 2.45631 -2.44927 -3.73241
21 N 0.96316 -1.31595 -2.35283
22 C 0.86426 -0.23226 -3.28123
23 C -0.17270 -0.33314 -4.22410
24 C -1.06070 -1.54558 -4.23744
25 C -0.37290 0.68880 -5.13981
26 C 0.44577 1.80794 -5.14048
27 C 1.47473 1.89128 -4.22233
28 C 1.70551 0.88198 -3.28793
29 C 2.86214 1.03251 -2.34480
30 H -1.66251 -2.71738 4.34098
31 H -0.90541 -3.35886 2.86968
32 H -2.29328 -4.16719 3.53738
33 H -3.99279 -1.85358 4.23366
34 H -5.70406 -0.64297 2.91717
35 H -5.49386 -0.54656 0.44784
36 H -4.42305 -1.09573 -1.52980
37 H -3.40232 -2.54499 -1.51553
38 H -2.66708 -0.94783 -1.39736
39 H -0.44312 -6.57856 -0.32009
40 H 1.35484 -7.01067 -2.02375
41 H 2.39506 -5.05357 -3.22283
42 H -1.53183 -1.70720 -3.26617
43 H -0.48965 -2.44957 -4.46502
44 H -1.84381 -1.44008 -4.98911
45 H -1.18387 0.60586 -5.85505
46 H 0.28088 2.60708 -5.85318
47 H 2.12641 2.75899 -4.21744
48 H 3.80015 1.05840 -2.90776
49 H 2.89687 0.22238 -1.62839
50 H 2.77356 1.96427 -1.78366
51 O -0.41169 1.16560 5.56542
52 C -0.09533 0.61908 4.36249
53 C -0.38958 1.28547 3.16831
54 C -0.00929 0.68065 1.99233
55 N 0.55168 -0.52220 2.01657
56 C 0.79682 -1.18202 3.12829
57 C 0.52043 -0.63007 4.36360
58 C 1.33279 -2.57281 2.84195
59 O 1.85839 -3.23546 3.72146
60 O 1.15985 -2.91439 1.60939
61 C -0.27366 0.99057 0.48055
62 O -1.14580 -0.02911 0.12650
63 O 0.90758 0.66019 -0.18214
64 H -0.82740 2.02148 5.41733
65 H -0.88627 2.24706 3.17328
66 H 0.73513 -1.16302 5.27780
67 C -0.87378 6.35666 3.16408
68 C -0.11516 5.28964 2.41892
69 C 1.27619 5.24528 2.47204
70 C 1.98144 4.26740 1.78254
71 C 3.48654 4.22989 1.82623
72 C 1.28762 3.33444 1.02003
73 C -0.10654 3.34964 0.95495
74 C -0.79241 4.33401 1.67843
75 N -0.79315 2.32968 0.27784
76 C -1.83835 2.61589 -0.74574
77 C -1.57107 1.82869 -2.03327
78 C -3.22412 2.26985 -0.19451
79 C -1.80612 4.09031 -1.16539
80 H -0.39998 6.58481 4.12009
81 H -1.90221 6.04902 3.35666
82 H -0.91134 7.28437 2.58788
83 H 1.81192 5.97588 3.07075
84 H 3.91581 4.89448 1.07247
85 H 3.85559 3.22372 1.62834
86 H 3.86258 4.54942 2.79927
87 H 1.81693 2.55904 0.47968
88 H -1.87547 4.31338 1.69714
89 H -1.63308 0.76039 -1.87061
90 H -0.58235 2.06048 -2.42783
91 H -2.31676 2.10892 -2.78197
92 H -3.25886 1.22490 0.10735
93 H -3.99241 2.44802 -0.95296
94 H -3.45860 2.88601 0.67838
95 H -0.80252 4.38174 -1.48140
96 H -2.13567 4.77695 -0.38933
97 H -2.47818 4.20819 -2.01686
98 C 5.13247 -1.34654 -1.62147
99 N 4.86815 -2.43334 -0.69306
100 C 3.63834 -2.56796 -0.12130
101 N 3.38826 -3.75137 0.48023
102 O 2.80946 -1.63826 -0.17900
103 H 6.18328 -1.38843 -1.90385
104 H 4.94170 -0.39601 -1.13128
105 H 4.50715 -1.41178 -2.51477
106 H 5.35691 -3.29534 -0.86265
107 H 4.16441 -4.34013 0.72618
108 H 2.55945 -3.74917 1.08926

Cartesian forces (eV/Å) of the 3 atoms listed first:
-0.075 -0.640 0.252
0.005 -0.042 -0.010
0.007 0.011 -0.013

Atom charges from the Löwdin analysis, given in e for atoms 1 to 99:
1. Zr 1.9717
2. C -0.0286
3. C -0.1914
4. C -0.0624
5. C -0.1012
6. C -0.0725
7. C -0.2178
8. C -0.0415
9. C -0.1931
10. N 0.0023
11. C -0.4909
12. O 0.0447
13. C -0.1666
14. C 0.0195
15. C -0.0389
16. C 0.0043
17. C -0.1922
18. N 0.0387
19. C -0.5105
20. O 0.0388
21. N -0.0174
22. C -0.1935
23. C -0.2133
24. C -0.0245
25. C -0.0676
26. C -0.1027
27. C -0.0692
28. C -0.2049
29. C -0.0490
30. H 0.0792
31. H 0.0520
32. H 0.0905
33. H 0.1034
34. H 0.0896
35. H 0.1017
36. H 0.0783
37. H 0.0833
38. H 0.0366
39. H 0.1172
40. H 0.1038
41. H 0.1152
42. H 0.0619
43. H 0.0824
44. H 0.0750
45. H 0.1014
46. H 0.0926
47. H 0.1075
48. H 0.0844
49. H 0.0276
50. H 0.0781
51. O 0.0686
52. C -0.2670
53. C 0.0898
54. C -0.1144
55. N 0.0545
56. C -0.1554
57. C 0.0729
58. C -0.5882
59. O 0.0612
60. O -0.1740
61. C -0.6342
62. O -0.2614
63. O -0.2553
64. H 0.1061
65. H 0.1177
66. H 0.1317
67. C -0.0595
68. C -0.2752
69. C -0.0301
70. C -0.2598
71. C -0.0529
72. C 0.0367
73. C -0.2306
74. C -0.0228
75. N 0.0737
76. C -0.5104
77. C -0.0244
78. C -0.0186
79. C -0.0440
80. H 0.0712
81. H 0.0710
82. H 0.0779
83. H 0.1108
84. H 0.0787
85. H 0.0760
86. H 0.0716
87. H 0.1099
88. H 0.1094
89. H 0.0532
90. H 0.0816
91. H 0.0921
92. H 0.0634
93. H 0.0846
94. H 0.0743
95. H 0.0950
96. H 0.0636
97. H 0.0829
98. C -0.0708
99. N 0.0268